{
  "formula": "C40H108N4O24",
  "method": "the ωB97M-V functional and the def2-TZVPD basis",
  "spin_multiplicity": 1,
  "fmax_ev_per_a": 3.96,
  "gap_ev": 8.2,
  "smiles": "COCCNCCOC.COCCNCCOC.COCCNCCOC.COCCNCCOC.OCCO.OCCO.OCCO.OCCO.OCCO.OCCO.OCCO.OCCO",
  "relative_energy_kj_mol": 967.2,
  "total_energy_ha": -3612.9359,
  "lumo_energy_ev": -0.01,
  "symbols": ["C", "O", "C", "C", "N", "C", "C", "O", "C", "H", "H", "H", "H", "H", "H", "H", "H", "H", "H", "H", "H", "H", "H", "H", "C", "O", "C", "C", "N", "C", "C", "O", "C", "H", "H", "H", "H", "H", "H", "H", "H", "H", "H", "H", "H", "H", "H", "H", "C", "O", "C", "C", "N", "C", "C", "O", "C", "H", "H", "H", "H", "H", "H", "H", "H", "H", "H", "H", "H", "H", "H", "H", "C", "O", "C", "C", "N", "C", "C", "O", "C", "H", "H", "H", "H", "H", "H", "H", "H", "H", "H", "H", "H", "H", "H", "H", "O", "C", "C", "O", "H", "H", "H", "H", "H", "H", "O", "C", "C", "O", "H", "H", "H", "H", "H", "H", "O", "C", "C", "O", "H", "H", "H", "H", "H", "H", "O", "C", "C", "O", "H", "H", "H", "H", "H", "H", "O", "C", "C", "O", "H", "H", "H", "H", "H", "H", "O", "C", "C", "O", "H", "H", "H", "H", "H", "H", "O", "C", "C", "O", "H", "H", "H", "H", "H", "H", "O", "C", "C", "O", "H", "H", "H", "H", "H", "H"],
  "coordinates": [[8.47460, 5.00627, 1.69545], [9.57984, 5.52337, 2.41965], [9.82473, 4.71987, 3.58746], [10.88121, 3.66295, 3.46158], [12.20642, 4.32072, 3.35548], [13.32574, 3.35987, 3.25688], [14.66122, 3.96723, 2.90059], [15.04008, 4.97807, 3.77499], [16.51150, 5.01243, 3.90169], [8.38887, 5.80300, 0.95653], [7.52972, 4.93705, 2.23440], [8.67606, 4.10419, 1.11773], [8.87339, 4.26518, 3.86371], [10.14334, 5.30902, 4.44741], [10.61459, 3.24065, 2.49273], [10.81982, 3.02609, 4.34403], [12.37620, 5.06723, 2.69670], [12.88160, 2.72084, 2.49368], [13.37069, 2.72769, 4.14368], [14.71462, 4.37562, 1.89140], [15.40656, 3.17488, 2.96955], [16.67184, 5.94384, 4.44470], [17.06740, 4.99701, 2.96422], [16.76676, 4.14365, 4.50845], [2.67080, 2.71438, -1.42101], [2.42691, 2.11912, -0.14121], [1.35646, 2.66449, 0.58614], [1.24009, 1.78992, 1.86564], [-0.26542, 1.50858, 2.09303], [-0.57176, 0.93668, 3.36148], [-2.09064, 0.69421, 3.44674], [-2.56306, -0.28951, 2.55549], [-1.98515, -1.51069, 2.87208], [3.40613, 2.11305, -1.95561], [3.15919, 3.67858, -1.27992], [1.72562, 2.85494, -1.94539], [0.40466, 2.73181, 0.05922], [1.57823, 3.66720, 0.95150], [1.82207, 2.27870, 2.64698], [1.77889, 0.86784, 1.64758], [-0.57901, 0.88167, 1.36588], [-0.22628, 1.81463, 3.90732], [0.03087, 0.05815, 3.59193], [-2.73044, 1.55287, 3.24311], [-2.42879, 0.37192, 4.43156], [-1.94789, -1.72036, 3.94108], [-0.91962, -1.53748, 2.64401], [-2.48520, -2.35717, 2.40142], [-6.38466, -4.46564, -1.68116], [-7.50990, -4.90986, -2.42057], [-7.10790, -5.26292, -3.69678], [-6.15242, -6.45926, -3.71210], [-5.79464, -6.86191, -5.07915], [-4.52506, -7.56681, -5.07947], [-4.52474, -9.09983, -4.83635], [-5.61884, -9.62967, -5.60635], [-5.76179, -11.02561, -5.74185], [-6.43530, -4.48554, -0.59252], [-6.03372, -3.46183, -1.92055], [-5.48816, -5.08548, -1.69488], [-6.68148, -4.42843, -4.25347], [-8.01470, -5.43190, -4.27752], [-6.55040, -7.31594, -3.16823], [-5.18460, -6.08794, -3.37510], [-6.37103, -7.64463, -5.35338], [-3.67866, -6.98064, -4.72154], [-4.27038, -7.51045, -6.13780], [-4.44260, -9.49038, -3.82204], [-3.65745, -9.56402, -5.30587], [-6.47984, -11.00918, -6.56176], [-6.17530, -11.38007, -4.79768], [-4.83682, -11.54368, -5.99511], [-1.26160, 10.27262, -11.91855], [-0.73250, 9.51699, -10.80116], [-0.35658, 8.12988, -11.09951], [-0.16523, 7.32691, -9.80048], [1.17369, 7.61843, -9.28640], [1.24975, 7.18720, -7.96761], [2.59017, 7.82881, -7.42339], [2.69989, 7.68883, -6.04118], [3.90019, 8.20932, -5.36246], [-2.34939, 10.20638, -11.89804], [-0.93103, 9.84467, -12.86496], [-1.00667, 11.33101, -11.86466], [0.45017, 8.02041, -11.82426], [-1.22786, 7.70562, -11.59850], [-0.44424, 6.28516, -9.95861], [-1.01244, 7.67149, -9.20752], [1.25013, 8.62274, -9.36142], [1.25498, 6.10447, -8.09315], [0.44155, 7.49012, -7.30192], [2.53158, 8.91025, -7.54652], [3.46163, 7.45060, -7.95780], [4.70946, 7.50476, -5.55425], [3.55169, 8.15766, -4.33097], [4.25013, 9.18209, -5.70794], [-2.18688, -7.81256, 0.32898], [-3.12651, -8.84125, 0.39475], [-3.47059, -9.08874, 1.88318], [-2.31213, -9.35906, 2.74496], [-1.51298, -8.22974, 0.87066], [-3.98864, -8.51716, -0.18817], [-2.67104, -9.77387, 0.06176], [-4.00129, -10.04076, 1.89329], [-3.89891, -8.15392, 2.24477], [-2.53301, -9.33374, 3.67886], [-4.25171, 2.57450, 10.90757], [-4.59808, 2.46200, 9.54602], [-6.08414, 2.49027, 9.44339], [-6.44103, 2.53211, 8.14295], [-3.63876, 1.84659, 11.03425], [-4.15139, 3.23292, 8.91813], [-4.15610, 1.55152, 9.14131], [-6.64422, 3.26652, 9.96478], [-6.42199, 1.52265, 9.81444], [-6.66586, 1.66245, 7.80420], [-2.07182, 5.81222, 1.66884], [-3.38553, 6.07096, 1.45622], [-3.70759, 7.55589, 1.07333], [-4.05233, 8.30014, 2.13987], [-1.86445, 4.87683, 1.72929], [-3.82481, 5.36371, 0.75270], [-3.91387, 5.80753, 2.37249], [-4.55716, 7.42618, 0.40287], [-2.88695, 8.05244, 0.55555], [-3.28323, 8.44822, 2.69499], [8.62312, -1.11686, -4.13498], [8.34986, -0.68568, -2.76208], [8.41917, -1.77674, -1.69504], [9.52850, -2.58585, -1.77392], [8.73909, -0.33870, -4.68508], [9.04665, 0.12109, -2.53469], [7.38526, -0.17921, -2.79566], [7.51808, -2.38977, -1.71313], [8.51181, -1.47383, -0.65209], [9.80943, -2.53385, -2.69042], [-8.32251, -0.28303, 4.98637], [-9.41946, -0.50558, 4.05001], [-10.77882, -0.06884, 4.52084], [-11.10750, 1.15531, 3.78226], [-7.61280, -0.88814, 4.75889], [-9.00032, 0.06984, 3.22460], [-9.47446, -1.44409, 3.49841], [-10.62976, 0.23010, 5.55839], [-11.52080, -0.86557, 4.57364], [-10.39428, 1.79524, 3.72373], [-0.24272, -1.97047, -4.79315], [-0.04750, -0.75836, -4.16116], [-0.63273, -0.84018, -2.68833], [-2.01443, -0.52413, -2.65688], [-1.01155, -2.16827, -5.33294], [1.00825, -0.48747, -4.15024], [-0.55463, 0.03495, -4.71033], [-0.13119, -0.11302, -2.04973], [-0.41018, -1.77436, -2.17267], [-2.30256, -0.97812, -3.45217], [3.35898, -7.11742, 4.51414], [2.91457, -6.76072, 3.19690], [2.02973, -5.49931, 3.14798], [2.86551, -4.54477, 3.81083], [4.08028, -7.73624, 4.37851], [3.75587, -6.49912, 2.55513], [2.33810, -7.57759, 2.76271], [1.13448, -5.67777, 3.74363], [1.79945, -5.28453, 2.10446], [3.21388, -5.08936, 4.52052], [-7.51057, -5.95967, 4.68500], [-7.43526, -6.17694, 6.02178], [-7.33184, -7.69908, 6.53563], [-8.58039, -8.40941, 6.68359], [-8.19732, -6.43414, 4.21082], [-6.59486, -5.65950, 6.48449], [-8.21354, -5.72675, 6.63801], [-6.67960, -7.71669, 7.40877], [-6.72290, -8.33108, 5.88918], [-9.21242, -8.29585, 5.96997]],
  "forces_ev_per_angstrom": [[0.56, 1.58, -1.34], [0.14, -1.29, 1.29], [-0.51, 0.48, 0.96], [0.83, 2.11, -1.84], [0.76, -0.34, 1.88], [-2.07, 0.26, -0.50], [0.04, -0.62, -0.22], [1.69, 0.59, 0.43], [-2.06, 0.29, 0.74], [-0.64, -0.17, -0.33], [0.17, -0.10, 0.41], [0.16, -0.38, 0.37], [-0.08, -0.21, 0.12], [-0.19, 0.75, -0.26], [0.21, -1.38, 0.01], [0.25, -0.29, -0.34], [-0.93, -0.05, -0.16], [1.29, -0.89, -0.66], [0.21, 0.31, 0.35], [-0.34, -0.17, -0.43], [0.02, -0.41, -0.24], [0.40, -0.19, -0.05], [-0.30, 0.07, -0.22], [0.39, 0.04, 0.03], [0.12, 0.24, 1.10], [0.19, -0.12, -1.01], [0.37, -0.23, 1.42], [-1.83, -0.52, -1.49], [2.08, 0.65, -1.54], [-0.41, 1.35, 0.15], [-0.40, 0.20, 0.61], [0.06, -0.15, -0.41], [0.80, -1.13, 0.24], [-0.42, -0.31, -0.03], [-0.16, 0.36, -0.02], [0.10, -0.12, -0.34], [-0.01, -0.36, -0.37], [0.16, 0.44, -0.36], [-0.88, -0.01, 0.59], [-0.03, -0.24, 0.04], [0.18, -0.02, -0.48], [-0.48, -0.61, 1.67], [-0.06, -0.18, 0.35], [0.65, 0.44, -0.24], [0.49, -0.03, 0.54], [-0.58, 0.16, 0.47], [0.13, -0.11, -0.64], [-0.11, 0.33, -0.27], [1.09, 0.21, 1.15], [0.80, 0.42, 1.68], [-0.38, -0.59, -1.46], [0.27, 0.56, -1.13], [-0.06, -0.62, 0.96], [0.93, -0.27, -2.34], [0.26, -0.59, -0.76], [0.46, 1.47, 0.70], [-0.42, 1.19, 0.26], [-1.54, 0.18, 0.12], [-0.34, 0.21, -0.46], [-0.04, -0.43, -1.04], [0.62, 0.27, 0.18], [-0.19, -0.56, 0.15], [0.08, 0.20, 0.62], [-0.24, -0.35, 0.86], [-1.01, 0.34, -0.40], [-0.21, -0.26, 1.07], [0.16, -0.38, -0.40], [-0.83, 0.26, 0.48], [0.66, 0.48, -0.08], [-0.04, -1.09, 0.12], [-0.11, -0.65, -0.15], [0.11, 0.00, -0.09], [-0.05, -1.11, 0.51], [0.92, -0.25, -0.39], [-1.85, 0.13, -0.23], [-0.24, 1.57, -1.74], [-1.94, 0.42, -2.02], [2.55, 0.07, 1.89], [-0.73, -0.16, 0.33], [0.74, -0.17, 1.39], [-1.52, -1.48, -1.08], [-0.17, -0.06, -0.01], [0.20, 0.13, -0.08], [0.36, -0.20, 0.25], [0.46, 0.43, 0.26], [-0.22, -0.21, -0.18], [0.90, -0.31, -0.19], [0.14, 0.35, 0.83], [0.18, 0.29, 0.10], [0.29, -0.27, 0.99], [-0.28, 0.08, 0.10], [-0.12, 0.29, -0.91], [0.08, -0.19, -0.15], [0.17, -0.09, 0.23], [0.63, 0.43, 0.02], [-0.50, 0.28, 0.08], [0.63, 0.11, -0.13], [0.38, -0.40, 1.48], [0.41, -0.30, 0.35], [0.43, 0.27, -1.66], [0.88, 0.78, 0.18], [-0.19, -0.49, 0.20], [-0.25, -0.18, -0.69], [-1.08, 0.52, 0.29], [-0.80, -0.44, 0.18], [-0.42, 0.15, -0.20], [0.67, -0.25, 0.27], [0.56, 0.70, 0.07], [-0.37, -1.69, 1.23], [-0.98, 0.45, -3.46], [0.10, 0.23, 0.62], [-0.02, 0.53, 0.19], [-0.48, -0.39, -0.18], [0.69, 0.25, 0.40], [-0.21, 0.02, 0.85], [0.02, 0.13, 0.00], [2.98, 0.31, 0.03], [-2.06, -0.08, 0.01], [0.85, -2.75, -1.33], [-1.06, 1.61, 2.17], [-0.25, -0.05, -0.01], [0.06, 0.15, -0.73], [-0.60, 0.57, 0.33], [-0.15, 0.64, -0.01], [0.23, -0.47, -0.50], [0.03, 0.01, 0.05], [-0.03, -0.91, 1.31], [0.13, 1.42, -0.62], [-1.07, -0.18, 0.35], [1.55, -0.72, -1.10], [0.02, 0.08, 0.18], [0.39, -0.11, 0.20], [-0.34, -0.34, 0.45], [-0.32, -0.10, -0.35], [-0.68, 1.31, -0.16], [0.35, -0.44, -0.26], [-1.06, -0.97, 0.59], [1.84, 0.06, -1.61], [1.98, 2.55, 0.59], [-1.89, -1.36, 0.07], [0.04, -0.07, -0.01], [-1.19, 0.78, -0.43], [0.36, -0.99, 1.06], [-0.09, -0.06, 0.31], [-0.37, 0.56, -1.01], [0.41, -0.51, 0.46], [0.92, -2.09, -0.65], [-1.34, 0.54, 1.66], [1.22, 1.32, -0.27], [0.31, -0.49, -0.48], [-0.11, 0.92, 0.19], [0.12, -0.42, 0.04], [-0.15, 0.34, 0.22], [0.03, 0.41, -0.14], [-0.09, -0.52, -0.57], [-0.90, 0.01, 0.04], [-0.46, 0.60, -0.49], [-0.91, -0.23, -1.15], [1.57, -1.26, 1.72], [-0.84, 0.67, -0.68], [0.08, 0.00, 0.21], [0.25, -0.32, 0.01], [0.15, -0.32, -0.11], [-0.37, 0.16, -0.20], [0.12, 0.41, 0.20], [0.40, 0.29, 0.49], [0.42, 0.60, -1.72], [0.03, -2.23, 3.27], [-0.15, 0.66, -1.83], [0.60, 0.40, 1.23], [-0.16, -0.12, 0.45], [0.66, -0.04, -0.82], [-0.91, -0.04, -0.34], [-1.07, 0.05, 0.83], [0.14, 0.38, -0.81], [0.44, 0.34, -0.26]],
  "lowdin_charge": [-0.1259, -0.1765, -0.2430, -0.2053, -0.0687, -0.2029, -0.2717, -0.1922, -0.0637, 0.0868, 0.0867, 0.0821, 0.1101, 0.1212, 0.1112, 0.1300, 0.1126, 0.1058, 0.1161, 0.1238, 0.1108, 0.0858, 0.0830, 0.0839, -0.0891, -0.2071, -0.2421, -0.1338, -0.0742, -0.2390, -0.2119, -0.1736, -0.1447, 0.0834, 0.0807, 0.0842, 0.1136, 0.1146, 0.1132, 0.1082, 0.1011, 0.1216, 0.1075, 0.1234, 0.1126, 0.0871, 0.0763, 0.0932, -0.1258, -0.1495, -0.2520, -0.2014, -0.0581, -0.2153, -0.1854, -0.2385, -0.0950, 0.0846, 0.0909, 0.0681, 0.1207, 0.1236, 0.1312, 0.0972, 0.0889, 0.1195, 0.1077, 0.1100, 0.1106, 0.0957, 0.0871, 0.0858, -0.0941, -0.2130, -0.2009, -0.2086, -0.0837, -0.2289, -0.2215, -0.2215, -0.0609, 0.0790, 0.0786, 0.0809, 0.1195, 0.1083, 0.1193, 0.1161, 0.1083, 0.1242, 0.1197, 0.1158, 0.1198, 0.0767, 0.0868, 0.0800, -0.0602, -0.2638, -0.2000, -0.0971, 0.0719, 0.1234, 0.1154, 0.1131, 0.1188, 0.0779, -0.0546, -0.2681, -0.3101, -0.0447, 0.0815, 0.1197, 0.1216, 0.1331, 0.1241, 0.0960, -0.0547, -0.2843, -0.2770, -0.0421, 0.0874, 0.1098, 0.1149, 0.1156, 0.1220, 0.1010, -0.0825, -0.2028, -0.2788, -0.0501, 0.0790, 0.1116, 0.1104, 0.1119, 0.1237, 0.0775, -0.0829, -0.2420, -0.1930, -0.0905, 0.0744, 0.1118, 0.1131, 0.1110, 0.1200, 0.0795, -0.0639, -0.2443, -0.2302, -0.0656, 0.0942, 0.1134, 0.1181, 0.0995, 0.1126, 0.0683, -0.0667, -0.2486, -0.2223, -0.0768, 0.0907, 0.1197, 0.1113, 0.1127, 0.1221, 0.0581, -0.0348, -0.2816, -0.2008, -0.0834, 0.0963, 0.1105, 0.1109, 0.1067, 0.1008, 0.0751]
}